Entry from OMol25: the molecule C4H8ClOP at a distorted geometry (wB97M-V/def2-TZVPD).

Total charge: 0
SMILES string: CCPCC(=O)Cl
E_HOMO, eV: -8.8
E_LUMO, eV: 0.86
ΔE to the lowest compared entry with this formula, charge and spin, kJ/mol: 144.68
Frontier orbital gap, eV: 9.67

Each line ends with the Mulliken charge.
Element x y z (Å)
C  2.394  -0.304  -0.152  -1.089
C  1.086  0.415  0.348  -0.428
P  -0.145  0.446  -1.049  -0.047
C  -1.801  0.761  -0.188  -0.593
C  -2.132  -0.530  0.579  0.432
O  -1.837  -0.672  1.689  -0.387
Cl  -2.954  -1.807  -0.379  -0.194
H  2.225  -1.387  -0.046  0.304
H  2.580  -0.009  -1.200  0.343
H  3.212  0.043  0.503  0.312
H  1.262  1.454  0.665  0.336
H  0.673  -0.170  1.193  0.318
H  -0.287  -0.871  -1.569  0.045
H  -2.590  1.028  -0.909  0.369
H  -1.686  1.604  0.515  0.280

***

Entry from OMol25: C4H8CsO2S as an isolated structure at a distorted geometry (wB97M-V/def2-TZVPD).

Total charge: +1
E_HOMO, eV: -12.6
E_LUMO, eV: -3.99
ΔE to the lowest compared entry with this formula, charge and spin, kJ/mol: 120.81
Frontier orbital gap, eV: 8.66

Each line ends with the Mulliken charge.
Element x y z (Å)
Cs  2.833  -0.251  -17.194  0.998
C  0.169  1.566  -24.356  -0.617
C  0.299  0.137  -23.683  -0.650
C  -0.767  0.175  -22.566  -0.651
S  -0.855  1.833  -21.822  1.064
O  -0.083  1.824  -20.566  -0.670
O  -2.214  2.357  -21.876  -0.608
C  0.223  2.520  -23.111  -0.667
H  -0.694  1.496  -25.018  0.340
H  1.058  1.712  -24.969  0.315
H  1.290  0.058  -23.236  0.326
H  0.087  -0.642  -24.416  0.327
H  -0.579  -0.439  -21.685  0.390
H  -1.670  0.054  -23.164  0.340
H  1.195  2.509  -22.618  0.347
H  -0.024  3.564  -23.306  0.415

***

Entry from OMol25: C4H8CuLiO3 as an isolated structure at a distorted geometry (wB97M-V/def2-TZVPD).

Total charge: +1
Expectation value of S²: 0.756
Multiplicity: 2
E_HOMO (spin up / spin down), eV: -11.1 / -11.0
E_LUMO (spin up / spin down), eV: -4.45 / -5.11
ΔE to the lowest compared entry with this formula, charge and spin, kJ/mol: 228.84
Frontier orbital gap (spin up / spin down), eV: 6.63 / 5.91

Each line ends with the Mulliken spin population.
Element x y z (Å)
C  1.293  -0.594  -0.591  0.082
C  0.508  0.695  -0.991  -0.009
C  -0.339  1.159  0.151  0.750
C  -1.771  1.185  -0.040  -0.012
O  -2.567  0.552  0.674  0.114
O  1.749  -1.322  -1.613  0.029
Li  2.043  -1.414  -3.295  0.000
Cu  -2.530  -1.169  2.162  0.003
H  0.636  -1.211  0.396  -0.020
H  2.085  -0.265  0.120  -0.006
H  -0.122  0.483  -1.869  -0.019
H  1.258  1.431  -1.317  0.046
H  0.021  1.753  0.996  -0.017
H  -2.141  1.600  -0.996  0.013
O  -0.358  -1.238  1.972  0.056
H  0.261  -1.534  2.645  -0.004
H  -0.024  -0.112  1.595  -0.008

***

Entry from OMol25: the molecule C4H8F2S at a distorted geometry (wB97M-V/def2-TZVPD).

Total charge: 0
SMILES string: FC(F)CCCS
E_HOMO, eV: -9.1
E_LUMO, eV: 0.98
ΔE to the lowest compared entry with this formula, charge and spin, kJ/mol: 11.52
Frontier orbital gap, eV: 10.08

Each line ends with the Mulliken charge.
Element x y z (Å)
F  -0.726  -1.668  0.487  -0.270
C  -1.445  -0.780  -0.259  0.299
F  -2.783  -0.907  -0.100  -0.265
C  -1.003  0.662  0.073  -0.732
C  0.430  1.018  -0.230  -0.437
C  1.447  0.184  0.584  -0.712
S  2.404  -1.092  -0.214  -0.204
H  -1.237  -1.093  -1.284  0.247
H  -1.089  0.763  1.162  0.305
H  -1.735  1.293  -0.499  0.316
H  0.583  2.110  -0.185  0.330
H  0.668  0.821  -1.324  0.304
H  2.178  0.858  0.926  0.341
H  0.882  -0.247  1.417  0.378
H  1.427  -1.923  -0.554  0.099

***

Entry from OMol25: a 2-piece molecular cluster, C4H8F2S overall at a distorted geometry (wB97M-V/def2-TZVPD).

Total charge: 0
E_HOMO, eV: -8.3
E_LUMO, eV: 0.67
ΔE to the lowest compared entry with this formula, charge and spin, kJ/mol: 339.37
Frontier orbital gap, eV: 8.98

Each line ends with the Mulliken charge.
Element x y z (Å)
C  -1.090  -1.152  1.678  -0.569
C  0.934  0.084  -2.690  -0.854
C  -0.903  0.279  1.715  -0.732
C  0.623  0.724  -0.027  0.350
F  0.967  2.010  0.154  -0.262
F  1.708  0.003  0.356  -0.252
S  -0.334  0.335  -1.401  -0.015
H  -0.953  -1.519  0.589  0.194
H  -2.109  -1.279  2.078  0.288
H  -0.337  -1.624  2.272  0.260
H  1.352  1.085  -3.109  0.254
H  0.456  -0.278  -3.517  0.409
H  1.718  -0.371  -2.005  0.224
H  -1.654  0.900  1.324  0.402
H  -0.377  0.803  2.582  0.304

***

Entry from OMol25: an isolated ion of composition C4H8F3O4P and charge +2 at a distorted geometry (wB97M-V/def2-TZVPD).

Total charge: +2
E_HOMO, eV: -19.0
E_LUMO, eV: -10.22
Frontier orbital gap, eV: 8.79

Each line ends with the Mulliken charge.
Element x y z (Å)
P  -2.200  2.410  0.842  1.273
F  -3.234  2.345  -0.281  -0.113
O  -0.725  2.819  0.512  -0.118
F  -2.496  1.442  1.985  -0.112
O  -0.723  1.410  -0.276  -0.238
C  0.373  0.612  0.202  -0.228
C  0.692  -0.335  -0.951  -0.534
O  1.794  -1.145  -0.579  -0.343
C  1.518  -2.378  -0.037  -0.301
C  1.410  -3.430  -1.036  0.272
F  1.234  -4.608  -0.666  -0.029
H  0.064  0.068  1.103  0.287
H  1.236  1.248  0.434  0.354
H  0.993  0.233  -1.838  0.359
H  -0.188  -0.941  -1.210  0.363
H  0.622  -2.443  0.619  0.360
H  2.345  -2.703  0.634  0.449
H  1.498  -3.277  -2.123  0.385
O  -2.112  3.929  1.601  -0.471
H  -2.101  4.743  1.066  0.386

***

Entry from OMol25: a 2-piece molecular cluster, C4H8F4N2O overall at a distorted geometry (wB97M-V/def2-TZVPD).

Total charge: 0
E_HOMO (spin up / spin down), eV: -11.1 / -9.5
E_LUMO (spin up / spin down), eV: -1.86 / -1.35
ΔE to the lowest compared entry with this formula, charge and spin, kJ/mol: 430.76
Frontier orbital gap (spin up / spin down), eV: 9.29 / 8.14

Each line ends with the Mulliken charge.
Element x y z (Å)
C  1.114  1.879  0.661  -1.180
C  1.521  0.721  -0.228  -0.262
C  0.192  -1.984  -0.404  -0.281
C  -1.824  -0.414  -0.032  0.828
N  0.447  0.280  -1.043  -0.220
N  -0.335  -0.751  -0.801  0.087
O  -1.583  -0.625  1.128  -0.436
F  1.231  -2.002  0.459  -0.278
F  -2.627  -1.251  -0.716  -0.269
F  -2.136  0.834  -0.579  -0.304
F  -2.919  -0.172  2.440  -0.246
H  0.405  1.845  1.487  0.319
H  1.998  2.229  1.242  0.348
H  0.670  2.587  -0.002  0.335
H  2.237  1.157  -0.858  0.309
H  1.952  -0.061  0.300  0.400
H  0.450  -2.515  -1.424  0.333
H  -0.729  -2.616  -0.024  0.279
H  -0.065  0.861  -1.607  0.239

***

Entry from OMol25: a 2-piece molecular cluster, C4H8FN overall at a distorted geometry (wB97M-V/def2-TZVPD).

Total charge: 0
E_HOMO, eV: -10.1
E_LUMO, eV: 0.77
ΔE to the lowest compared entry with this formula, charge and spin, kJ/mol: 375.66
Frontier orbital gap, eV: 10.87

Each line ends with the Mulliken charge.
Element x y z (Å)
C  0.885  0.163  -1.108  -1.207
C  -0.474  0.281  -0.403  0.253
C  -0.112  -0.087  1.044  0.330
C  0.916  -0.620  1.614  -0.860
H  0.897  -0.799  -1.741  0.302
H  0.801  1.258  -2.056  0.239
H  1.797  0.661  -0.519  0.385
H  -0.757  1.229  -0.242  0.353
H  -2.019  0.327  -1.485  0.332
H  -2.119  -0.361  0.005  0.383
H  1.021  -0.610  2.668  0.317
H  1.928  -0.853  1.202  0.267
N  -1.527  -0.552  -0.941  -0.755
F  -1.238  -0.036  1.963  -0.339

***

Entry from OMol25: a 2-piece molecular cluster, C4H8FN2O overall at a distorted geometry (wB97M-V/def2-TZVPD).

Total charge: +1
E_HOMO, eV: -11.4
E_LUMO, eV: -3.85
ΔE to the lowest compared entry with this formula, charge and spin, kJ/mol: 177.19
Frontier orbital gap, eV: 7.59

Each line ends with the Mulliken charge.
Element x y z (Å)
C  -2.619  0.081  0.739  0.104
C  -1.327  -0.228  -0.977  -0.389
C  -0.431  -0.049  0.252  -0.090
C  2.334  -0.606  -0.080  -0.282
N  -1.413  0.239  1.260  -0.013
N  2.813  0.539  -0.288  -0.121
O  -2.660  -0.137  -0.528  -0.279
F  0.238  1.219  0.103  -0.358
H  -3.694  0.147  1.103  0.383
H  -1.212  0.333  -1.916  0.326
H  -1.240  -1.327  -1.093  0.242
H  2.183  -1.167  -0.959  0.316
H  2.255  -1.109  0.929  0.307
H  2.817  0.845  -1.285  0.303
H  3.117  1.085  0.513  0.286
H  -1.161  0.134  2.226  0.266

***

Entry from OMol25: the molecule C4H8FN3 at a distorted geometry (wB97M-V/def2-TZVPD).

Total charge: 0
SMILES string: C=C(F)CN/C=N\N
E_HOMO, eV: -8.4
E_LUMO, eV: 0.88
ΔE to the lowest compared entry with this formula, charge and spin, kJ/mol: 400.52
Frontier orbital gap, eV: 9.31

Each line ends with the Mulliken charge.
Element x y z (Å)
C  0.292  -2.997  0.227  -0.861
C  0.027  -1.946  -0.388  0.348
F  -1.079  -1.877  -1.284  -0.294
C  0.724  -0.734  -0.538  -0.381
N  0.034  0.277  0.266  -0.334
C  0.672  1.522  0.224  0.042
N  0.154  2.630  0.387  -0.424
N  -1.215  2.679  0.385  -0.594
H  -0.373  -3.719  0.122  0.392
H  1.001  -3.172  1.088  0.254
H  1.905  -0.785  -0.403  0.354
H  0.554  -0.247  -1.732  0.291
H  -1.049  0.523  0.047  0.372
H  1.699  1.667  0.042  0.334
H  -1.635  3.630  0.031  0.254
H  -1.710  2.549  1.528  0.247

***

Entry from OMol25: C4H8FN4 as an isolated structure at a distorted geometry (wB97M-V/def2-TZVPD).

Total charge: +1
E_HOMO (spin up / spin down), eV: -12.1 / -12.1
E_LUMO (spin up / spin down), eV: -5.49 / -5.49
ΔE to the lowest compared entry with this formula, charge and spin, kJ/mol: 502.45
Frontier orbital gap (spin up / spin down), eV: 6.63 / 6.63

Each line ends with the Mulliken charge.
Element x y z (Å)
C  -1.100  1.300  -0.353  -0.634
C  -1.013  1.626  0.962  -0.186
C  -0.946  0.012  -0.968  0.610
C  1.548  -0.487  0.004  0.119
N  -1.435  -0.257  -2.090  -0.613
N  -0.247  -0.956  -0.157  -0.025
N  2.375  -1.379  -0.368  -0.190
N  -0.674  0.826  1.988  -0.360
F  -0.157  -2.202  -0.735  -0.226
H  -1.445  2.054  -1.041  0.367
H  -1.213  2.654  1.231  0.401
H  1.694  0.524  0.327  0.404
H  -1.324  -1.168  -2.513  0.263
H  2.045  -2.301  -0.662  0.283
H  3.383  -1.219  -0.390  0.295
H  -0.835  1.145  2.928  0.232
H  -0.655  -0.172  1.837  0.260

***

Entry from OMol25: the molecule C4H8FNO4 at a distorted geometry (wB97M-V/def2-TZVPD).

Total charge: 0
SMILES string: C[C@H](O)[C@@](F)(CO)[N+](=O)[O-]
E_HOMO, eV: -10.4
E_LUMO, eV: -0.73
ΔE to the lowest compared entry with this formula, charge and spin, kJ/mol: 524.71
Frontier orbital gap, eV: 9.69

Each line ends with the Mulliken charge.
Element x y z (Å)
C  -0.912  -1.636  1.110  -1.295
C  -0.131  -0.352  1.024  -0.069
O  -0.659  0.730  1.701  -0.549
C  0.248  0.090  -0.449  0.629
F  -0.176  -0.991  -1.427  -0.380
C  -0.425  1.412  -0.921  -0.405
O  -0.134  1.533  -2.298  -0.572
N  1.706  0.197  -0.656  1.030
O  2.490  0.072  0.283  -0.608
O  2.092  0.326  -1.786  -0.640
H  -1.844  -1.573  0.580  0.344
H  -0.149  -2.332  0.705  0.304
H  -1.113  -2.003  2.090  0.501
H  0.855  -0.585  1.389  0.267
H  -1.235  0.437  2.450  0.358
H  -1.460  1.356  -0.828  0.397
H  0.111  2.292  -0.418  0.279
H  0.736  1.025  -2.549  0.407